No. 1
Computed, not measured: a 3-piece molecular cluster, C5H11NO2 overall, with ωB97M-V/def2-TZVPD.

## Properties
structure (SMILES) = Cc1ccc[nH]1.O.O
E_tot = -10947.1033 eV
charge = 0
lowest unoccupied orbital energy = 0.8 eV
strongest force on any atom = 4.85 eV Å⁻¹

```
19
Properties=species:S:1:pos:R:3:forces:R:3
C 0.683 1.203 -0.490 -3.85 -2.46 -1.62
C -0.281 1.320 -1.519 1.66 -2.74 1.49
N -0.847 0.014 -1.689 0.36 1.16 0.09
C -0.371 -0.866 -0.707 -0.21 2.45 -1.11
C 0.487 -0.125 0.050 0.67 0.76 -1.65
C -0.868 -2.233 -0.660 3.02 -2.98 1.64
H 1.366 1.832 -0.047 0.88 1.84 0.53
H -0.591 2.150 -2.093 -0.13 0.45 -0.70
H -1.340 -0.283 -2.545 0.31 0.40 1.07
H 0.948 -0.394 0.940 0.58 -1.00 1.29
H -1.888 -2.357 -0.797 -2.08 0.12 -0.19
H -0.364 -2.807 -1.486 -0.41 0.21 0.79
H -0.595 -2.821 0.365 -0.49 1.57 -2.41
H 2.425 0.468 1.303 0.42 -0.45 -2.15
H 3.091 1.763 2.011 0.23 -0.05 -0.84
O 2.568 0.969 2.063 -0.29 0.61 3.12
H -1.343 0.738 1.561 -0.10 -0.65 0.09
H -1.060 -0.748 1.399 0.37 -0.26 -0.27
O -1.646 -0.147 1.832 -0.94 1.02 0.83
```
Positions in Å, forces in eV/Å.

Löwdin population analysis, charges in e, atoms 1 to 6: atom 1 (C): -0.05, atom 2 (C): -0.06, atom 3 (N): 0.06, atom 4 (C): -0.37, atom 5 (C): -0.13, atom 6 (C): -0.05

---

No. 2
Computed, not measured: C21H33ClN2O4PtS as an isolated structure, with ωB97M-V/def2-TZVPD.

## Properties
E_tot = -60079.9648 eV
charge = 0
lowest unoccupied orbital energy = -0.7 eV
strongest force on any atom = 1.31 eV Å⁻¹

```
63
Properties=species:S:1:pos:R:3:forces:R:3
Pt -0.080 0.709 0.282 0.52 0.33 0.71
C 1.557 -0.624 -0.103 -0.01 0.08 -0.38
C 0.590 -0.629 -1.181 0.17 -0.39 -0.47
C -0.477 -1.653 -0.761 -0.27 0.29 -0.59
C -0.227 -1.930 0.531 -0.06 -0.29 0.60
C 0.954 -1.202 1.009 0.14 -0.08 0.25
C 1.666 -1.466 2.317 0.12 -0.08 0.03
C 2.659 -2.612 2.039 -0.04 0.00 0.05
C 0.705 -1.915 3.416 0.01 0.03 0.02
C 2.442 -0.230 2.775 -0.05 -0.01 0.03
C -1.780 -2.056 -1.445 -0.05 -0.07 -0.01
C -2.634 -0.812 -1.742 0.02 0.01 -0.01
C -1.549 -2.889 -2.714 -0.01 0.01 -0.01
C -2.615 -2.937 -0.504 0.05 0.01 0.01
C 1.121 -0.318 -2.589 -0.04 0.03 -0.01
C 1.759 -1.612 -3.122 0.02 0.03 -0.02
C 2.221 0.754 -2.510 -0.01 0.01 0.01
C 0.087 0.199 -3.591 0.00 -0.02 0.01
H 2.529 -0.167 -0.146 0.05 -0.02 0.07
H -0.855 -2.498 1.197 -0.05 -0.02 -0.05
H 2.134 -3.503 1.685 0.02 0.02 -0.01
H 3.191 -2.874 2.956 -0.01 0.00 -0.01
H 3.392 -2.322 1.285 0.00 0.00 0.00
H 0.224 -2.861 3.161 -0.02 0.03 0.00
H -0.066 -1.171 3.607 0.01 -0.02 -0.01
H 1.266 -2.074 4.340 -0.01 0.00 0.00
H 3.202 0.056 2.046 -0.01 0.03 0.00
H 2.950 -0.441 3.719 0.01 0.00 -0.02
H 1.769 0.615 2.925 0.01 0.01 0.01
H -2.136 -0.100 -2.397 -0.03 -0.02 0.05
H -2.869 -0.294 -0.810 -0.01 0.00 -0.02
H -3.571 -1.114 -2.217 0.02 0.00 0.00
H -1.066 -2.335 -3.514 0.00 -0.01 0.01
H -2.511 -3.240 -3.096 0.01 0.01 0.00
H -0.936 -3.764 -2.488 -0.01 0.00 -0.01
H -2.873 -2.411 0.416 0.00 0.00 0.00
H -2.091 -3.861 -0.250 -0.01 0.01 0.02
H -3.548 -3.205 -1.003 0.02 -0.01 -0.01
H 2.508 -1.987 -2.421 -0.01 0.01 -0.01
H 2.255 -1.414 -4.076 -0.02 -0.01 0.00
H 1.021 -2.397 -3.279 0.03 0.00 0.01
H 3.134 0.371 -2.054 -0.01 0.02 0.02
H 1.880 1.628 -1.952 0.01 0.00 -0.01
H 2.480 1.076 -3.521 0.00 -0.01 0.01
H -0.727 -0.498 -3.765 0.01 0.03 -0.01
H 0.582 0.363 -4.551 0.00 0.00 0.01
H -0.329 1.153 -3.268 -0.01 -0.01 -0.02
S -0.893 2.464 -1.035 -0.13 0.09 -0.28
C -0.718 3.827 0.008 0.01 0.02 0.05
N -1.630 3.978 0.998 0.18 0.24 -0.07
C -1.549 4.946 1.917 -0.14 -0.01 0.00
C -0.558 5.881 1.806 -0.01 0.09 0.12
C 0.318 5.727 0.735 -0.01 -0.16 -0.16
N 0.251 4.731 -0.136 0.08 0.13 -0.03
H -2.310 3.207 1.116 0.05 0.11 0.03
H -2.288 4.919 2.705 0.02 0.02 0.00
H -0.456 6.687 2.516 -0.01 -0.02 0.01
H 1.125 6.437 0.584 -0.01 -0.01 -0.03
O -2.775 1.773 1.846 0.15 -0.27 0.53
Cl -1.757 1.517 2.864 0.61 0.15 -0.75
O -1.836 2.483 3.911 -0.07 -0.03 0.01
O -1.870 0.181 3.324 0.04 0.06 0.06
O -0.392 1.734 2.208 -1.25 -0.30 0.27
```
Positions in Å, forces in eV/Å.

Löwdin population analysis, charges in e, atoms 1 to 6: atom 1 (Pt): 0.91, atom 2 (C): -0.16, atom 3 (C): -0.29, atom 4 (C): -0.13, atom 5 (C): -0.02, atom 6 (C): -0.28

---

No. 3
Computed, not measured: a 3-piece molecular cluster, C18H37ClNO10PS3 overall, with ωB97M-V/def2-TZVPD.

## Properties
structure (SMILES) = NCCCC[C@]1([PH2]=S)OS(=O)(=O)O[C@H]1CCCCS(=O)(=O)Cl.CCOC(C)=O.CCOC(C)=O
E_tot = -95547.1830 eV
charge = 0
lowest unoccupied orbital energy = 0.4 eV
strongest force on any atom = 0.36 eV Å⁻¹

```
71
Properties=species:S:1:pos:R:3:forces:R:3
N -4.186 4.807 -4.867 -0.03 -0.18 -0.25
C -5.073 4.093 -3.943 0.07 0.05 -0.03
C -4.420 2.836 -3.378 -0.04 0.00 0.03
C -5.074 2.377 -2.068 0.06 -0.01 -0.03
C -4.424 2.843 -0.761 0.10 -0.03 -0.01
C -2.929 2.470 -0.470 -0.06 0.05 0.10
P -2.050 4.113 -0.414 0.11 0.13 -0.17
S -2.303 5.348 -1.871 -0.10 -0.08 0.06
O -2.335 1.603 -1.468 -0.19 0.10 0.01
S -2.613 0.063 -1.112 -0.18 0.28 0.13
O -1.357 -0.547 -0.864 0.18 -0.19 -0.06
O -3.522 -0.520 -2.021 -0.12 -0.13 -0.24
O -3.396 0.346 0.241 0.06 0.18 0.07
C -2.871 1.593 0.816 0.04 -0.14 -0.19
C -1.602 1.224 1.612 -0.03 0.17 0.10
C -0.386 2.149 1.638 0.05 -0.06 0.03
C 0.549 2.043 0.427 0.22 -0.15 0.05
C 1.220 0.669 0.378 0.00 0.15 0.16
S 1.918 0.360 -1.234 -0.14 -0.01 0.26
O 3.321 0.625 -1.195 0.12 0.21 -0.16
O 1.096 0.898 -2.264 0.00 0.04 -0.10
Cl 1.767 -1.674 -1.351 0.00 -0.23 -0.03
H -3.454 4.188 -5.202 -0.04 0.06 0.07
H -4.691 5.114 -5.690 0.05 0.05 0.11
H -6.009 3.803 -4.435 -0.07 0.05 0.09
H -5.334 4.765 -3.118 0.03 -0.01 0.00
H -4.498 2.025 -4.106 0.03 0.04 -0.05
H -3.356 3.028 -3.247 0.04 0.02 0.10
H -5.188 1.297 -2.059 0.11 -0.12 0.04
H -6.090 2.782 -2.031 -0.04 -0.08 -0.03
H -4.522 3.932 -0.721 0.04 0.02 0.04
H -5.017 2.446 0.064 -0.06 0.01 -0.02
H -2.556 4.474 0.853 0.02 0.09 0.02
H -0.712 3.850 -0.128 -0.24 0.15 -0.04
H -3.637 1.947 1.499 -0.09 -0.06 -0.03
H -1.290 0.234 1.296 -0.02 0.01 0.05
H -1.948 1.088 2.637 0.04 -0.01 0.02
H 0.193 1.890 2.528 -0.01 -0.03 0.00
H -0.684 3.188 1.789 0.02 0.01 0.06
H 0.031 2.217 -0.516 0.02 -0.24 0.06
H 1.319 2.812 0.517 -0.01 0.05 -0.09
H 0.516 -0.125 0.610 0.09 -0.08 -0.18
H 2.067 0.600 1.062 -0.03 -0.10 0.01
O 4.310 -1.276 2.151 0.08 0.07 -0.07
C 5.044 -1.688 1.290 -0.02 -0.11 0.10
O 5.289 -3.019 1.262 -0.07 0.08 -0.10
C 6.025 -3.644 0.200 0.01 0.00 0.03
C 7.521 -3.565 0.416 -0.01 0.02 0.04
C 5.709 -0.774 0.294 -0.05 -0.08 -0.03
H 5.729 -3.228 -0.763 -0.01 0.01 0.00
H 5.690 -4.680 0.222 0.02 0.00 0.00
H 7.874 -2.534 0.403 0.00 -0.01 -0.02
H 8.039 -4.112 -0.373 0.00 0.00 0.00
H 7.787 -4.007 1.376 0.01 0.00 -0.01
H 6.633 -0.400 0.735 0.00 0.00 0.02
H 5.031 0.052 0.113 0.10 0.06 0.04
H 5.941 -1.242 -0.658 0.03 -0.01 0.00
O -0.113 -1.552 2.225 -0.03 -0.10 0.05
C 0.245 -2.706 2.214 -0.02 0.09 0.11
O -0.695 -3.655 2.376 0.09 -0.01 -0.10
C -0.396 -5.054 2.252 -0.02 0.01 0.02
C 0.153 -5.637 3.536 -0.01 0.04 0.01
C 1.700 -3.072 2.089 -0.09 -0.02 -0.14
H 0.273 -5.223 1.408 0.00 0.01 -0.01
H -1.354 -5.505 2.001 0.01 0.00 0.02
H 1.109 -5.188 3.803 0.01 -0.01 -0.01
H 0.300 -6.711 3.421 -0.01 0.00 0.00
H -0.547 -5.468 4.354 0.01 -0.01 0.00
H 2.159 -3.025 3.077 -0.01 0.01 0.00
H 2.177 -2.311 1.481 0.03 -0.02 0.07
H 1.895 -4.052 1.661 -0.02 -0.02 0.03
```
Positions in Å, forces in eV/Å.

Löwdin population analysis, charges in e, atoms 1 to 6: atom 1 (N): -0.01, atom 2 (C): -0.31, atom 3 (C): -0.22, atom 4 (C): -0.18, atom 5 (C): -0.17, atom 6 (C): -0.53

---

No. 4
Computed, not measured: a 6-piece molecular cluster, C14H37F6N4O9S2 overall, with ωB97M-V/def2-TZVPD.

## Properties
E_tot = -77484.6650 eV
charge = -1
lowest unoccupied orbital energy = 2.1 eV
strongest force on any atom = 0.92 eV Å⁻¹

```
72
Properties=species:S:1:pos:R:3:forces:R:3
N -1.355 6.673 31.510 -0.30 0.70 0.22
H -0.726 7.491 31.743 -0.04 -0.32 -0.10
H -2.006 6.568 32.302 -0.04 -0.20 -0.21
H -0.840 5.780 31.387 0.19 0.17 -0.24
H -1.949 6.962 30.704 0.38 -0.25 0.09
C 1.062 2.626 32.911 -0.13 -0.04 0.14
F 1.966 3.377 33.552 0.05 0.05 -0.02
F 1.483 1.356 32.966 0.03 -0.05 -0.06
F -0.081 2.690 33.635 0.00 0.01 -0.03
S 0.782 3.195 31.179 -0.45 -0.05 0.37
O 2.080 3.091 30.587 0.31 0.02 -0.19
O -0.236 2.290 30.700 0.00 0.08 -0.01
O 0.311 4.556 31.431 0.08 -0.12 -0.07
C 1.293 10.554 28.064 0.17 0.15 0.08
F 0.399 11.456 28.509 -0.12 0.01 -0.03
F 0.774 9.970 26.977 -0.05 0.07 -0.10
F 2.388 11.227 27.683 -0.10 0.13 -0.04
S 1.709 9.300 29.333 -0.37 -0.82 0.20
O 2.893 8.707 28.784 0.27 -0.02 -0.03
O 1.879 10.053 30.569 0.09 0.28 -0.23
O 0.525 8.454 29.345 -0.03 0.30 0.02
C -0.508 11.450 33.091 -0.23 0.30 0.33
C -1.126 10.094 32.770 0.45 0.03 -0.19
C -2.041 10.198 31.551 0.16 -0.22 -0.15
O -3.118 11.101 31.680 0.07 0.17 0.10
C -4.078 10.703 32.624 -0.38 0.04 -0.08
N -0.113 9.086 32.413 0.15 0.25 0.09
H -1.263 12.206 33.335 -0.06 -0.16 -0.13
H 0.062 11.817 32.235 0.08 -0.08 0.01
H 0.149 11.395 33.963 0.10 -0.12 -0.12
H -1.658 9.712 33.646 -0.08 0.11 -0.07
H -2.384 9.193 31.263 -0.18 0.12 0.08
H -1.426 10.567 30.725 -0.07 0.00 -0.04
H -4.687 9.868 32.249 0.18 -0.12 0.11
H -4.757 11.543 32.782 0.10 0.03 -0.03
H -3.639 10.439 33.590 -0.05 -0.07 -0.01
H 0.467 9.447 31.638 -0.18 -0.17 0.23
H 0.547 8.993 33.180 -0.05 -0.06 0.01
C -1.548 5.718 34.986 0.53 0.04 -0.09
C -3.006 6.095 34.834 -0.46 -0.49 -0.06
C -3.257 7.556 35.124 0.44 0.04 0.22
O -4.618 7.907 35.101 -0.42 0.11 -0.02
C -5.315 7.564 36.287 0.45 -0.39 -0.27
N -3.458 5.785 33.459 0.25 -0.08 0.37
H -1.390 4.643 34.886 -0.08 0.02 -0.09
H -1.127 6.008 35.951 -0.24 0.04 0.07
H -0.925 6.200 34.227 -0.09 -0.01 0.00
H -3.593 5.497 35.549 0.10 0.11 0.09
H -2.751 8.165 34.370 -0.10 -0.03 0.00
H -2.821 7.797 36.107 -0.03 0.05 -0.08
H -6.319 7.962 36.196 -0.03 0.17 0.13
H -4.779 7.953 37.160 -0.23 0.17 0.05
H -5.386 6.476 36.413 -0.05 0.05 -0.03
H -4.452 5.962 33.367 0.01 0.08 0.03
H -3.312 4.790 33.307 -0.05 0.05 -0.17
C -2.676 8.841 27.703 -0.08 0.36 -0.20
C -3.822 8.257 28.495 0.34 0.17 0.56
C -4.943 7.770 27.614 -0.16 -0.10 -0.28
O -6.052 7.443 28.426 -0.24 -0.06 -0.07
C -7.191 7.089 27.666 0.45 -0.14 -0.04
N -3.304 7.202 29.393 -0.47 -0.36 -0.43
H -1.873 9.125 28.376 0.25 -0.18 0.02
H -2.981 9.754 27.183 -0.07 -0.15 -0.05
H -2.303 8.132 26.961 0.14 -0.02 0.04
H -4.221 9.040 29.149 -0.09 -0.02 -0.04
H -4.630 6.880 27.042 0.06 0.05 0.05
H -5.222 8.538 26.877 -0.01 0.08 0.11
H -6.951 6.285 26.955 -0.04 0.01 0.08
H -7.561 7.942 27.087 -0.08 0.03 0.10
H -7.943 6.729 28.362 -0.12 0.09 -0.02
H -4.111 6.719 29.789 0.10 0.07 0.06
H -2.847 6.499 28.808 0.04 0.09 0.07
```
Positions in Å, forces in eV/Å.

Löwdin population analysis, charges in e, atoms 1 to 6: atom 1 (N): 0.23, atom 2 (H): 0.07, atom 3 (H): 0.06, atom 4 (H): 0.06, atom 5 (H): 0.06, atom 6 (C): -0.66

---

No. 5
Computed, not measured: an isolated ion of composition C5H10N and charge +1, with ωB97M-V/def2-TZVPD.

## Properties
structure (SMILES) = CC[N+]1=C(C)C1
E_tot = -6827.5864 eV
charge = +1
lowest unoccupied orbital energy = -4.6 eV
strongest force on any atom = 4.90 eV Å⁻¹

```
16
Properties=species:S:1:pos:R:3:forces:R:3
C -0.176 1.266 -0.524 -2.01 -0.84 0.42
C -0.046 0.179 -1.534 1.55 1.02 1.61
C -0.552 2.680 -0.200 3.10 0.09 -3.80
C 0.981 -2.042 0.559 -0.47 -2.15 1.24
C -0.178 -1.069 0.777 -2.31 -1.61 1.87
N -0.163 0.080 -0.063 0.61 1.43 -1.19
H -0.876 -0.146 -2.063 -1.36 -0.53 -1.17
H 0.954 -0.046 -1.819 0.46 -0.13 -0.92
H -1.554 3.011 -0.386 -0.65 -0.41 -0.26
H 0.175 3.322 -0.878 -1.62 -1.11 1.11
H -0.229 2.876 0.740 0.51 0.66 3.12
H 1.934 -1.612 0.621 1.38 1.00 -0.09
H 1.043 -2.863 1.378 -0.67 1.55 -1.09
H 0.909 -2.638 -0.358 -0.16 0.52 -0.01
H -0.371 -0.742 1.872 0.46 -0.64 -1.88
H -1.102 -1.657 0.378 1.17 1.15 1.03
```
Positions in Å, forces in eV/Å.

Löwdin population analysis, charges in e, atoms 1 to 6: atom 1 (C): -0.06, atom 2 (C): 0.07, atom 3 (C): 0.05, atom 4 (C): -0.07, atom 5 (C): -0.17, atom 6 (N): 0.03